1.
Entry from the Open Molecules 2025 dataset: the ion C4H10NOS with charge -1 (wB97M-V/def2-TZVPD).

The orbital gap comes out at 5.46 eV. As for the HOMO energy: -2.53 eV. As for the spin multiplicity: 1. Its total charge is -1. The calculation puts the lowest unoccupied orbital energy at 2.94 eV. For the energy above the lowest of the compared OMol25 structures with the same formula, charge and spin, the calculation gives 3.8230 eV.

Positions of all 17 atoms, in Å:
C  0.34  -1.72  -1.21
C  -0.04  -0.79  -0.03
C  -0.86  0.44  -0.29
S  -2.56  0.32  -0.98
N  1.32  -0.32  0.51
C  1.75  0.54  1.67
O  2.99  0.99  1.51
H  0.43  -1.09  -2.11
H  1.38  -2.13  -1.04
H  -0.38  -2.47  -1.20
H  -0.66  -1.38  0.77
H  -0.72  1.05  0.59
H  -0.48  1.15  -1.08
H  -2.95  1.58  -0.78
H  1.67  0.26  -0.20
H  0.86  1.34  1.67
H  1.56  0.08  2.63

---

2.
Entry from the Open Molecules 2025 dataset: a structure of composition C4H10NOS (wB97M-V/def2-TZVPD).

The orbital gap (alpha / beta) comes out at 8.91 / 7.73 eV. Its expectation value of S² is 0.7654. As for the HOMO energy (alpha / beta): -9.01 / -9.07 eV. As for the spin multiplicity: 2. Its total charge is 0. The calculation puts the lowest unoccupied orbital energy (alpha / beta) at -0.11 / -1.34 eV. For the energy above the lowest of the compared OMol25 structures with the same formula, charge and spin, the calculation gives 2.6752 eV.

Positions of all 17 atoms, in Å:
O  2.28  0.75  0.37
C  1.20  1.05  -0.10
C  0.03  0.27  0.14
C  -1.35  0.76  -0.01
C  -2.34  -0.05  0.76
S  -3.77  -0.91  -0.62
N  6.82  -0.41  0.16
H  1.10  1.94  -0.74
H  0.20  -0.57  0.80
H  -1.59  0.98  -1.06
H  -1.39  1.76  0.44
H  -2.83  -1.07  0.74
H  -3.05  0.56  1.32
H  -2.66  -0.90  -1.35
H  6.30  0.27  -0.39
H  6.28  -1.21  0.45
H  7.67  -0.71  -0.30

---

3.
Entry from the Open Molecules 2025 dataset: the ion C4H10NOS with charge +1 (wB97M-V/def2-TZVPD).

The orbital gap comes out at 8.55 eV. As for the HOMO energy: -13.52 eV. As for the spin multiplicity: 1. Its total charge is +1. The calculation puts the lowest unoccupied orbital energy at -4.96 eV. For the energy above the lowest of the compared OMol25 structures with the same formula, charge and spin, the calculation gives 2.5741 eV.

Positions of all 17 atoms, in Å:
C  -0.37  0.31  1.21
C  1.16  -0.02  0.79
C  -1.28  -0.81  0.71
C  1.24  0.54  -0.63
N  -1.47  -0.69  -0.69
O  1.11  1.83  -0.70
S  1.46  -0.47  -1.97
H  -0.30  0.22  2.32
H  -0.42  1.31  0.87
H  1.77  0.46  1.47
H  1.29  -1.10  0.82
H  -0.57  -1.68  0.79
H  -2.25  -0.96  1.19
H  -1.85  -1.61  -1.01
H  -2.24  -0.09  -0.86
H  1.13  2.24  -1.60
H  1.58  0.51  -2.71

---

4.
Entry from the Open Molecules 2025 dataset: an isolated molecule of C4H10NPS3 (wB97M-V/def2-TZVPD).

The orbital gap comes out at 8.24 eV. As for the HOMO energy: -8.51 eV. As for the spin multiplicity: 1. Its total charge is 0. The calculation puts the lowest unoccupied orbital energy at -0.27 eV. For the energy above the lowest of the compared OMol25 structures with the same formula, charge and spin, the calculation gives 0.7003 eV.

Positions of all 19 atoms, in Å:
C  -1.62  -0.68  -0.41
C  2.40  0.32  -1.35
C  1.85  -1.58  0.85
C  -3.30  1.37  0.48
N  0.58  0.82  0.95
P  1.16  -0.18  -0.09
S  -2.28  -1.64  0.71
S  -0.25  -1.18  -1.43
S  -2.09  0.94  -0.80
H  1.91  0.98  -2.07
H  3.21  0.85  -0.85
H  2.78  -0.55  -1.88
H  2.74  -1.25  1.36
H  1.09  -1.87  1.58
H  2.07  -2.42  0.19
H  -4.27  1.48  0.01
H  -2.99  2.30  0.94
H  -3.31  0.56  1.21
H  0.32  1.72  0.60

---

5.
Entry from the Open Molecules 2025 dataset: the ion C4H10NS with charge -1 (wB97M-V/def2-TZVPD).

The orbital gap comes out at 5.85 eV. As for the HOMO energy: -2.09 eV. As for the spin multiplicity: 1. Its total charge is -1. The calculation puts the lowest unoccupied orbital energy at 3.77 eV. For the energy above the lowest of the compared OMol25 structures with the same formula, charge and spin, the calculation gives 2.9803 eV.

Positions of all 16 atoms, in Å:
C  0.59  -0.07  1.13
C  -0.41  1.24  1.40
S  -0.23  2.39  0.02
C  0.43  -0.92  -0.17
N  -0.22  -2.11  -0.47
C  0.10  -2.61  -1.76
H  0.26  -0.74  1.98
H  1.68  0.30  1.30
H  -1.40  0.73  1.52
H  -0.38  2.08  2.25
H  1.52  -1.00  -0.39
H  -0.01  -0.11  -0.72
H  -1.00  -2.53  -0.01
H  0.93  -3.34  -1.81
H  -0.90  -3.08  -2.20
H  0.26  -1.61  -2.51

---

6.
Entry from the Open Molecules 2025 dataset: the ion C4H10NS with charge +1 (wB97M-V/def2-TZVPD).

The orbital gap comes out at 10.41 eV. As for the HOMO energy: -13.89 eV. As for the spin multiplicity: 1. Its total charge is +1. The calculation puts the lowest unoccupied orbital energy at -3.48 eV. For the energy above the lowest of the compared OMol25 structures with the same formula, charge and spin, the calculation gives 1.9421 eV.

Positions of all 16 atoms, in Å:
C  0.17  1.21  -0.97
C  0.60  1.73  0.40
C  0.57  0.21  0.06
C  -1.21  -1.47  -0.40
N  -0.60  -0.65  0.67
S  2.06  -0.78  -0.10
H  -0.85  1.30  -1.29
H  0.91  1.34  -1.80
H  1.59  2.27  0.52
H  -0.07  2.10  1.11
H  -1.36  -2.52  -0.02
H  -1.93  -0.91  -0.82
H  -0.46  -1.55  -1.20
H  -0.15  -1.13  1.49
H  -1.35  -0.11  1.16
H  2.08  -1.04  1.18

---

7.
Entry from the Open Molecules 2025 dataset: a cluster of 2 separate species, C4H10NS in total (wB97M-V/def2-TZVPD).

The orbital gap comes out at 7.81 eV. As for the HOMO energy: -11.98 eV. As for the spin multiplicity: 1. Its total charge is +1. The calculation puts the lowest unoccupied orbital energy at -4.17 eV. For the energy above the lowest of the compared OMol25 structures with the same formula, charge and spin, the calculation gives 3.9823 eV.

Positions of all 16 atoms, in Å:
C  -1.78  -0.31  0.05
C  -2.08  -1.52  0.85
C  2.27  1.17  0.58
C  1.19  0.52  -0.21
N  1.36  -0.14  -1.25
S  -2.98  0.71  -0.50
H  -1.23  -2.21  0.46
H  -2.00  -1.41  2.04
H  -3.04  -2.01  0.70
H  2.52  0.55  1.41
H  1.93  2.27  0.75
H  3.10  1.15  -0.05
H  0.07  0.73  -0.05
H  0.67  -0.70  -1.83
H  -2.30  1.45  -1.47
H  2.28  -0.26  -1.49

---

8.
Entry from the Open Molecules 2025 dataset: a cluster of 2 separate species, C4H10NS in total (wB97M-V/def2-TZVPD).

The orbital gap (alpha / beta) comes out at 8.22 / 5.95 eV. Its expectation value of S² is 2.0100. As for the HOMO energy (alpha / beta): -11.34 / -14.09 eV. As for the spin multiplicity: 3. Its total charge is +1. The calculation puts the lowest unoccupied orbital energy (alpha / beta) at -3.12 / -8.14 eV. For the energy above the lowest of the compared OMol25 structures with the same formula, charge and spin, the calculation gives 1.3964 eV.

Positions of all 16 atoms, in Å:
C  -1.51  1.06  -0.99
C  -2.00  0.09  0.06
C  -3.23  -0.52  0.37
C  2.41  0.99  1.06
N  2.25  0.03  -0.02
S  -0.42  0.53  0.35
H  -1.30  0.79  -2.01
H  -2.03  2.09  -0.82
H  -3.84  0.11  1.03
H  -3.13  -1.32  1.03
H  -3.94  -0.70  -0.46
H  1.95  2.03  0.76
H  1.87  0.62  1.90
H  3.42  1.30  1.37
H  2.58  -0.93  0.21
H  2.72  0.47  -0.87

---

9.
Entry from the Open Molecules 2025 dataset: a structure of composition C4H10O (wB97M-V/def2-TZVPD).

The orbital gap comes out at 8.72 eV. As for the HOMO energy: -8.33 eV. As for the spin multiplicity: 1. Its total charge is 0. The calculation puts the lowest unoccupied orbital energy at 0.39 eV. For the energy above the lowest of the compared OMol25 structures with the same formula, charge and spin, the calculation gives 3.7523 eV.

Positions of all 15 atoms, in Å:
C  -1.87  0.21  0.47
C  -0.61  -0.60  0.39
C  0.62  -0.05  0.73
C  1.91  -0.76  0.45
H  -2.74  -0.37  0.19
H  -1.75  1.00  -0.28
H  -2.05  0.67  1.44
H  -0.67  -1.66  0.21
H  0.71  0.84  1.35
H  2.50  -0.97  1.34
H  2.54  -0.11  -0.17
H  1.68  -1.66  -0.11
H  0.13  0.09  -0.47
H  0.36  0.81  -2.46
O  -0.10  1.02  -1.63

---

10.
Entry from the Open Molecules 2025 dataset: an isolated molecule of C4H10O (wB97M-V/def2-TZVPD).

The orbital gap comes out at 10.92 eV. As for the HOMO energy: -9.76 eV. As for the spin multiplicity: 1. Its total charge is 0. The calculation puts the lowest unoccupied orbital energy at 1.16 eV. For the energy above the lowest of the compared OMol25 structures with the same formula, charge and spin, the calculation gives 0.6497 eV.

Positions of all 15 atoms, in Å:
C  1.83  -0.34  -0.78
O  1.06  -0.26  0.40
C  -0.20  0.35  0.20
C  -1.11  -0.42  -0.77
C  -0.83  0.47  1.59
H  1.36  -1.00  -1.51
H  2.80  -0.75  -0.50
H  1.96  0.65  -1.24
H  -0.03  1.36  -0.22
H  -1.60  -1.26  -0.27
H  -0.58  -0.83  -1.64
H  -1.88  0.25  -1.17
H  -1.91  0.59  1.52
H  -0.42  1.31  2.16
H  -0.62  -0.45  2.15